A molecular structure, C21H16N4O4S5W. Source: the OMol25 dataset; level of theory: ωB97M-V with the def2-TZVPD basis set.

```
51
Properties=species:S:1:pos:R:3:forces:R:3:mulliken_charge:R:1
W -0.033 0.017 0.014 0.402 -0.673 1.326 0.35
S 2.960 -2.935 6.066 -0.043 0.045 -0.061 -0.24
C 2.291 -2.275 4.723 0.070 -0.131 0.115 0.14
S 0.650 -2.519 4.244 -0.289 -0.062 0.007 -0.07
C 0.683 -1.551 2.798 -0.244 -0.217 0.192 0.20
C 1.845 -0.972 2.504 0.343 0.080 0.102 0.21
S 2.080 0.037 1.085 -0.755 0.171 -0.742 -0.43
S 3.152 -1.275 3.610 0.234 0.192 -0.112 -0.07
S -0.744 -1.345 1.791 0.194 0.568 -0.748 -0.39
N -1.987 -0.050 -1.066 0.012 0.030 -0.221 -0.50
C -1.830 0.432 -2.460 -0.065 -0.099 0.219 -0.58
C -0.913 1.637 -2.477 0.234 0.106 -0.002 -0.63
N 0.355 1.333 -1.777 0.142 -0.093 0.100 -0.54
H -2.284 -1.028 -1.050 -0.057 0.029 -0.018 0.26
H -2.662 0.496 -0.526 0.038 -0.093 -0.016 0.31
H -2.790 0.679 -2.915 -0.048 0.025 0.000 0.50
H -1.389 -0.383 -3.034 0.007 -0.011 -0.016 0.25
H -1.378 2.468 -1.945 -0.057 0.015 0.002 0.29
H -0.734 1.958 -3.503 -0.006 0.026 -0.045 0.52
H 0.795 2.178 -1.407 -0.008 -0.007 -0.073 0.27
H 1.050 0.866 -2.361 -0.072 0.033 -0.010 0.32
O 1.038 3.287 0.266 0.398 -0.093 -0.294 -0.70
C 0.053 3.010 0.900 -0.661 -0.130 0.222 0.12
N -0.757 1.863 0.724 -0.013 0.362 0.328 0.62
C -1.932 2.039 1.488 0.440 0.257 -0.046 0.00
O -2.915 1.345 1.442 -0.188 -0.384 -0.186 -0.67
C -1.766 3.274 2.310 -0.307 -0.279 0.001 0.38
C -2.600 3.823 3.260 -0.040 0.118 0.089 -0.48
C -2.175 5.004 3.861 0.046 -0.023 -0.044 -0.50
C -0.965 5.602 3.500 -0.015 -0.041 -0.035 -0.49
C -0.146 5.036 2.526 -0.017 0.102 0.102 -0.50
C -0.579 3.859 1.956 0.388 0.032 -0.167 0.38
H -3.537 3.351 3.526 0.028 0.009 -0.011 0.49
H -2.789 5.468 4.622 0.019 0.007 -0.007 0.40
H -0.661 6.519 3.986 -0.016 -0.007 0.004 0.40
H 0.793 5.489 2.235 -0.026 -0.009 0.007 0.50
O 2.412 -0.759 -2.295 0.182 0.506 0.100 -0.66
C 1.635 -1.644 -2.055 -0.579 -0.519 -0.017 0.10
N 0.405 -1.517 -1.365 0.274 -0.260 -0.206 0.45
C -0.309 -2.722 -1.517 0.483 0.134 -0.217 0.19
O -1.458 -2.910 -1.207 -0.417 0.122 0.236 -0.70
C 0.581 -3.705 -2.207 -0.377 -0.017 0.196 0.34
C 0.358 -5.023 -2.540 0.040 -0.154 -0.049 -0.50
C 1.384 -5.687 -3.207 0.006 0.073 0.013 -0.49
C 2.572 -5.031 -3.532 -0.033 0.017 0.015 -0.49
C 2.769 -3.693 -3.201 0.103 -0.098 -0.056 -0.51
C 1.747 -3.060 -2.526 0.277 0.326 0.016 0.38
H -0.571 -5.518 -2.285 0.010 0.019 -0.004 0.49
H 1.263 -6.727 -3.480 -0.002 0.006 0.006 0.40
H 3.352 -5.573 -4.050 -0.008 -0.002 0.000 0.40
H 3.683 -3.171 -3.453 -0.021 -0.006 0.006 0.49
```
Forces are in eV/Å.

Output
Total charge ... 0
Spin multiplicity ... 1
LUMO ... -1.16 eV
E_HOMO ... -7.37 eV
Electronic energy ... -3388.05274 Eh